Entry one
Formula: C5H5NO
Source: the OMol25 dataset
Level of theory: ωB97M-V/def2-TZVPD

Geometry as XYZ:
```
12
Properties=species:S:1:pos:R:3:nbo_charge:R:1
C -1.297 -0.720 0.744 0.443
C -0.424 0.483 0.531 -0.316
C 0.645 -0.948 -1.261 0.261
C 0.303 0.381 -0.795 -0.332
O -1.171 -1.675 1.458 -0.480
C 1.042 0.771 0.473 -0.365
H -2.136 -0.628 0.015 0.107
H -1.023 1.390 0.599 0.238
N 0.970 -2.007 -1.597 -0.297
H 1.310 1.818 0.595 0.235
H -0.019 1.064 -1.570 0.258
H 1.800 0.071 0.810 0.248
```

The value obtained for the LUMO energy is 0.6 eV. The multiplicity is 1. The structure (SMILES) is N#C[C@@H]1C[C@@H]1C=O. The value obtained for the highest occupied orbital energy is -10.32 eV. As for the net charge: 0.

---

Entry two
Formula: C5H5NO
Source: the OMol25 dataset
Level of theory: ωB97M-V/def2-TZVPD

Geometry as XYZ:
```
12
Properties=species:S:1:pos:R:3:nbo_charge:R:1
H 1.384 -0.392 1.206 0.248
H -1.652 -0.418 0.468 0.235
C -0.685 -0.911 0.524 -0.368
H -0.493 1.845 0.082 0.123
H 0.876 -1.607 -0.898 0.266
C 0.223 -0.773 -0.659 -0.332
N -0.594 0.575 -2.732 -0.305
C -0.228 -0.029 -1.815 0.271
C 0.328 1.441 0.712 0.431
C 0.533 -0.034 0.634 -0.310
H -0.683 -1.855 1.057 0.239
O 0.991 2.158 1.420 -0.499
```

The value obtained for the LUMO energy is 0.7 eV. The multiplicity is 1. The structure (SMILES) is N#C[C@@H]1C[C@@H]1C=O. The value obtained for the highest occupied orbital energy is -10.32 eV. As for the net charge: 0.

---

Which one is the most stable? From the structures above, entry two.